Formula: C5H8O2
Source: the OMol25 dataset
Level of theory: wB97M-V/def2-TZVPD

The net charge is 0. The HOMO energy is -0.3640 Ha. The LUMO energy is 0.96 eV. Its SMILES is C[C@H](C=O)[C@@H]1CO1.

Geometry (Å):
H1 -1.4281 -0.4904 1.7901
H2 2.0720 -1.3226 0.6303
H3 0.8009 0.5867 1.6027
H4 2.3104 0.1304 -0.3671
O1 -0.7015 -2.0605 0.7532
O2 -0.0064 1.2019 -1.5187
C1 1.5756 -0.6065 -0.0323
C2 -0.3408 1.0993 -0.1457
H5 1.2137 -1.1551 -0.9057
H6 -0.5479 2.0582 0.3352
C3 0.4278 0.0723 0.7062
C4 -0.6311 -0.9198 1.1437
H7 -2.1446 1.2170 -1.4443
C5 -1.2626 0.6315 -1.1872
H8 -1.3374 -0.4425 -1.3603

Cartesian forces (eV/Å) of the 2 atoms listed first:
0.1 -0.1 0.0
-0.1 0.1 -0.1



Formula: C5H6O
Source: the OMol25 dataset
Level of theory: wB97M-V/def2-TZVPD

The net charge is 0. The HOMO energy is -0.3336 Ha. The LUMO energy is 1.10 eV. Its SMILES is C[C@@]12C=C[C@@H]1O2.

Geometry (Å):
H1 -1.0063 -2.0793 -0.8644
H2 2.2349 -0.6209 -0.2830
C1 -0.2370 0.9786 0.7650
H3 -0.9634 -0.6209 -2.0501
H4 2.0072 1.4205 1.4740
O1 -0.4902 -0.3218 1.2417
C2 -1.1184 -0.9099 -1.0539
H5 -2.0375 -0.4601 -0.8485
C3 -0.1734 -0.1446 -0.1489
C4 1.3736 -0.0764 -0.0322
H6 -0.9294 1.8689 0.9838
C5 1.3400 0.9658 0.8166

Cartesian forces (eV/Å) of the 2 atoms listed first:
-0.5 2.7 -0.5
0.6 -1.1 -0.7



Formula: C2H8N3O
Source: the OMol25 dataset
Level of theory: wB97M-V/def2-TZVPD

The net charge is +1. The HOMO energy (spin up / spin down) is -0.5380 / -0.5337 Ha. The LUMO energy (spin up / spin down) is -8.22 / -8.28 eV.

Geometry (Å):
H1 -0.2293 1.8955 -2.8010
O1 -0.0112 -1.1523 1.3932
N1 1.2388 1.5421 0.0022
H2 1.6164 1.0111 0.7595
H3 -0.5107 -0.7425 -1.2481
H4 1.6111 2.4633 0.0229
N2 0.2748 -0.2705 -0.8926
N3 0.1404 1.9729 -1.8786
H5 -0.8836 -2.9417 0.7391
H6 -2.0940 -1.8274 1.4867
C1 -1.0248 -2.0532 1.4268
C2 0.4523 0.9986 -0.9395
H7 -0.0747 2.8165 -1.3999
H8 -0.7204 -2.3935 2.3934

Cartesian forces (eV/Å) of the 2 atoms listed first:
-0.4 -0.8 -0.2
-0.7 0.9 -2.2



Formula: C19H26N6O2S
Source: the OMol25 dataset
Level of theory: wB97M-V/def2-TZVPD

The net charge is 0. The HOMO energy is -0.3094 Ha. The LUMO energy is 0.61 eV. Its SMILES is CC(C)Cc1nnc(NC(=O)CCC(=O)N2CCN(c3ccccn3)CC2)s1.

Geometry (Å):
H1 -7.3816 2.0997 -1.1339
C1 -6.1397 -0.9111 0.0677
H2 5.6992 -1.9914 1.6057
C2 4.2389 2.4450 0.1996
N1 5.0580 -0.9745 -0.0872
H3 3.0427 -1.6397 2.4442
C3 4.8965 -1.3090 1.3137
C4 -4.6904 -0.6906 -0.1533
S1 -3.6845 0.2048 0.9838
H4 -6.6919 -0.1859 -1.8718
C5 1.6033 0.1921 1.5000
C6 4.6885 0.3008 -0.4744
H5 2.5675 0.5605 1.8586
C7 4.5427 0.6682 -1.8205
C8 -8.4697 -0.3630 -0.6772
C9 0.6974 1.4000 1.2286
C10 4.2224 1.9741 -2.1195
C11 -6.7627 1.4663 -0.5027
H6 4.9825 -0.3849 1.8830
N2 -2.7608 -0.7724 -1.2028
C12 -0.7681 1.0183 1.1787
N3 2.6788 -1.6968 0.3775
H7 4.6698 -0.0459 -2.6166
H8 -8.6441 -1.4045 -0.9373
C13 3.5114 -1.9804 1.5245
H9 2.6495 -1.8954 -1.6707
H10 0.9881 1.8586 0.2818
H11 -6.3693 -1.9537 -0.1624
H12 1.1583 -0.4408 2.2709
C14 -6.9953 -0.0043 -0.8359
C15 1.8661 -0.6245 0.2474
O1 -1.5586 1.2711 2.0633
C16 4.0614 2.8967 -1.0924
N4 4.5367 1.1935 0.5059
H13 -9.0821 0.2591 -1.3256
H14 -7.0137 1.6661 0.5374
H15 4.1291 3.1067 1.0499
H16 -5.7227 1.7398 -0.6632
H17 5.2493 -2.9699 -0.5293
C17 -2.3982 -0.0967 -0.1642
H18 -8.7901 -0.2057 0.3509
H19 -0.4057 0.1111 -0.6377
C18 3.1721 -2.3447 -0.8251
N5 -1.1289 0.3550 0.0445
H20 0.8184 2.1261 2.0328
H21 5.0111 -1.9500 -1.9459
H22 3.6189 -3.0680 1.5803
H23 3.8047 3.9239 -1.2934
N6 -4.0478 -1.1013 -1.1864
H24 4.0935 2.2740 -3.1493
C19 4.7010 -2.1063 -0.9147
O2 1.3548 -0.3477 -0.8294
H25 -6.3807 -0.7171 1.1140
H26 2.9415 -3.4132 -0.7880

Cartesian forces (eV/Å) of the 2 atoms listed first:
-0.1 0.1 0.0
-0.3 0.1 -0.4



Formula: C5H13NO2
Source: the OMol25 dataset
Level of theory: wB97M-V/def2-TZVPD

The net charge is 0. The HOMO energy is -0.3332 Ha. The LUMO energy is 0.68 eV. Its SMILES is CCC[C@H](N)C=O.O.

Geometry (Å):
H1 -2.2529 0.3286 -1.2877
H2 4.6899 -2.1740 -1.5329
N1 -1.5369 1.3769 2.3489
H3 -2.2731 0.1861 0.8371
H4 -1.3622 -0.1992 -2.7029
C1 -0.1193 0.2169 -1.0558
C2 -1.4295 -0.2641 -1.5595
H5 5.3855 -0.9054 -1.7199
C3 -1.2778 0.3823 1.2250
C4 -0.2938 1.0015 0.2260
H6 0.5646 -0.5291 -0.7642
H7 -0.9303 2.1234 2.3317
H8 -1.5491 0.9674 3.3723
O1 4.7828 -1.5268 -2.1745
H9 0.5624 1.0912 0.8906
O2 -0.0503 -1.1281 2.5719
H10 -1.7477 -1.3707 -1.2157
H11 0.3749 1.0045 -1.7609
H12 -0.2644 -1.5537 0.5467
H13 -0.7491 1.9756 -0.0643
C5 -0.5236 -1.0033 1.4883

Cartesian forces (eV/Å) of the 2 atoms listed first:
-0.9 1.1 0.4
-0.5 -2.3 1.8



Formula: C6H13NO2S
Source: the OMol25 dataset
Level of theory: wB97M-V/def2-TZVPD

The net charge is 0. The HOMO energy is -0.3424 Ha. The LUMO energy is -0.14 eV.

Geometry (Å):
H1 0.7228 2.8201 1.7770
H2 1.9665 -0.2390 -2.0946
H3 1.0483 1.3404 -2.2970
H4 -1.0222 -0.2777 1.8522
S1 3.0266 -0.4075 0.6052
H5 0.0097 -1.2171 -0.2675
H6 -1.8880 -3.2798 0.0187
O1 3.8363 0.5786 -0.0741
N1 1.0984 0.5836 -0.3651
H7 -2.6525 -2.2808 -1.0949
C1 -1.5094 -0.9990 1.1961
C2 1.4072 2.0012 1.5745
H8 2.4826 2.0829 1.6138
H9 1.1599 1.0930 2.1654
C3 1.0486 0.3499 -1.7933
H10 -1.1324 -2.7877 -1.7098
H11 0.1425 -0.2810 -2.0156
O2 2.8528 -1.6957 -0.0413
H12 -2.4578 -1.4704 1.5572
C4 -1.7172 -2.4893 -0.7545
H13 1.1560 2.5698 -0.4951
C5 1.2030 1.7063 0.1610
C6 -1.0159 -1.4440 0.0362

Cartesian forces (eV/Å) of the 2 atoms listed first:
0.7 0.4 0.7
-1.0 0.6 0.3



Listing energy relative to the best compared isomer or geometry (same formula, charge and spin) for the structures above in their given order: 180.9 376.3 675.9 0.0 305.1 283.5 kJ/mol.
Listing max |F| for the structures above in their given order: 0.56 3.03 3.42 1.68 4.86 3.45 eV/Å.